This record from the OMol25 dataset describes a 2-piece molecular cluster, C4H11NS overall. The level of theory is ωB97M-V with the def2-TZVPD basis set.

XYZ file:
```
17
Properties=species:S:1:pos:R:3
C 3.631 -3.745 -1.835
C 3.295 -5.024 -2.048
N 2.836 -5.528 -3.260
H 4.294 -3.549 -1.009
H 3.266 -3.026 -2.553
H 3.289 -5.722 -1.221
H 2.667 -6.517 -3.246
H 3.283 -5.115 -4.056
C -1.696 2.740 0.255
C -2.612 2.682 1.439
S -2.437 4.049 2.624
H -0.627 2.810 0.489
H -1.784 3.542 -0.469
H -1.804 1.880 -0.408
H -2.454 1.763 1.999
H -3.639 2.656 1.067
H -2.081 4.982 1.732
```

As for the structure (SMILES): C=CN.CCS. The calculation puts the HOMO-LUMO gap at 9.2828 eV. The HOMO energy comes out at -8.15 eV. Its total charge is 0. The spin multiplicity is 1. The energy relative to the best compared isomer or geometry (same formula, charge and spin) comes out at 128.2 kJ/mol.